The following is a quantum chemistry calculation of a 2-piece molecular cluster, CFN5O2 overall, from the Open Molecules 2025 dataset.

## Properties
Relative energy (zero: lowest compared OMol25 entry of this formula, charge and spin): 28.33 kcal per mole
Spin multiplicity: 1
Gap between HOMO and LUMO: 10.9 eV
Highest occupied orbital energy: -10.97 eV
LUMO level: -0.08 eV

Positions of all 9 atoms, in Å:
C 2.457 0.340 -0.061
N 1.327 0.427 -0.138
N -1.360 0.029 0.645
N -1.963 2.120 -0.099
N -1.662 1.078 0.161
N -0.932 -1.124 -0.017
O -1.122 -1.169 -1.198
O -0.450 -1.948 0.690
F 3.706 0.245 0.015

Löwdin atomic charge list, values in e, 6 entries: number 1, C, carries -0.299; number 2, N, carries 0.206; number 3, N, carries 0.095; number 4, N, carries 0.265; number 5, N, carries -0.163; number 6, N, carries -0.482

The following is a quantum chemistry calculation of an isolated ion of composition C2H9N4 and charge +1, from the Open Molecules 2025 dataset.

## Properties
Relative energy (zero: lowest compared OMol25 entry of this formula, charge and spin): 98.00 kcal per mole
Spin multiplicity: 1
Charge: +1
SMILES: C[C@H]([NH3+])/N=N/N
Gap between HOMO and LUMO: 9.7 eV
Highest occupied orbital energy: -12.98 eV
LUMO level: -3.27 eV

Positions of all 15 atoms, in Å:
C -0.594 -0.432 -1.248
C 0.563 0.311 -0.592
N -0.078 0.454 1.013
N -0.845 1.382 1.123
N -1.506 1.727 2.085
N 1.618 -0.647 -0.184
H -0.150 -1.032 -2.085
H -1.140 -1.056 -0.568
H -1.473 0.156 -1.589
H 0.844 1.268 -0.924
H -1.412 1.281 3.063
H -1.759 2.654 2.036
H 2.421 -0.854 -0.821
H 1.929 -0.459 0.759
H 0.949 -1.480 -0.120

Löwdin atomic charge list, values in e, 6 entries: number 1, C, carries -0.073; number 2, C, carries -0.248; number 3, N, carries 0.036; number 4, N, carries -0.184; number 5, N, carries 0.091; number 6, N, carries 0.181

The following is a quantum chemistry calculation of a 5-piece molecular cluster, C18H23BrCl16N2P overall, from the Open Molecules 2025 dataset.

## Properties
Spin multiplicity: 1
Charge: +1
Gap between HOMO and LUMO: 7.3 eV
Highest occupied orbital energy: -11.48 eV
LUMO level: -4.21 eV

Positions of all 61 atoms, in Å:
C 2.544 -0.178 1.573
C 1.629 -1.200 1.702
C 0.321 -1.025 1.052
C 0.207 -0.990 -0.383
P 1.619 -1.210 -1.531
C 2.628 -2.627 -0.915
C 3.651 -3.130 -1.960
C 0.774 -1.789 -3.061
C 1.717 -1.948 -4.266
N -0.966 -0.766 -0.941
N -1.989 -0.627 -0.125
C -1.998 -0.653 1.201
Br -3.655 -0.437 2.016
C -0.794 -0.868 1.886
C -0.672 -0.945 3.385
C -1.298 0.222 4.204
C -2.324 -0.325 5.204
C -1.643 -1.141 6.334
H 3.018 0.080 0.626
H 2.824 0.441 2.423
H 1.877 -2.079 2.292
H 3.175 -2.360 -0.017
H 1.958 -3.445 -0.635
H 3.862 -2.384 -2.722
H 3.267 -4.023 -2.448
H 4.572 -3.392 -1.447
H 0.010 -1.056 -3.303
H 0.251 -2.726 -2.856
H 1.111 -1.883 -5.169
H 2.538 -1.237 -4.281
H 2.112 -2.963 -4.274
H -2.884 -0.487 -0.581
H 0.372 -1.025 3.666
H -1.122 -1.895 3.693
H -1.753 0.967 3.555
H -0.505 0.661 4.808
H -2.943 0.467 5.623
H -3.016 -1.014 4.718
H -1.773 -2.202 6.117
H -2.174 -0.957 7.265
H -0.581 -0.929 6.417
C -1.273 1.348 -5.404
Cl 0.423 1.854 -5.446
Cl -2.323 2.690 -5.865
Cl -1.503 0.003 -6.522
Cl -1.683 0.825 -3.759
C -0.112 4.957 -2.915
Cl 1.477 5.574 -2.459
Cl -0.324 3.326 -2.251
Cl -1.366 6.019 -2.275
Cl -0.237 4.887 -4.675
C 0.974 -1.817 9.367
Cl 2.301 -2.277 10.429
Cl 1.092 -2.722 7.848
Cl -0.567 -2.185 10.145
Cl 1.062 -0.085 9.022
C -2.378 6.139 -8.821
Cl -1.655 5.489 -7.339
Cl -2.001 7.857 -8.952
Cl -1.724 5.279 -10.216
Cl -4.128 5.918 -8.755

Löwdin atomic charge list, values in e, 6 entries: number 1, C, carries 0.089; number 2, C, carries -0.146; number 3, C, carries -0.116; number 4, C, carries -0.326; number 5, P, carries 1.034; number 6, C, carries -0.402

The following is a quantum chemistry calculation of a 2-piece molecular cluster, C3H12N2O overall, from the Open Molecules 2025 dataset.

## Properties
Relative energy (zero: lowest compared OMol25 entry of this formula, charge and spin): 20.32 kcal per mole
Spin multiplicity: 2
Charge: -1
⟨S²⟩: 0.75
Gap between HOMO and LUMO (spin up / spin down): 2.6 / 9.1 eV
Highest occupied orbital energy (spin up / spin down): 1.35 / -5.27 eV
LUMO level (spin up / spin down): 3.93 / 3.79 eV

Positions of all 18 atoms, in Å:
N -0.096 -1.335 -2.028
C 0.187 -2.105 -0.776
O 0.906 -1.359 0.125
H 0.755 -1.076 -2.522
H -0.610 -1.972 -2.630
H -0.823 -2.332 -0.404
H 0.765 -3.006 -1.014
C -1.304 0.957 0.977
N -0.015 1.003 0.311
C 1.002 1.722 1.096
H -2.038 0.432 0.362
H -1.151 0.402 1.906
H -1.730 1.927 1.256
H -0.062 1.321 -0.649
H 0.510 -0.311 0.128
H 0.625 2.726 1.329
H 1.910 1.808 0.499
H 1.166 1.199 2.034

Löwdin atomic charge list, values in e, 6 entries: number 1, N, carries -0.031; number 2, C, carries -0.455; number 3, O, carries -0.182; number 4, H, carries 0.042; number 5, H, carries 0.034; number 6, H, carries 0.089

The following is a quantum chemistry calculation of a 2-piece molecular cluster, C4H11BrSi overall, from the Open Molecules 2025 dataset.

## Properties
Relative energy (zero: lowest compared OMol25 entry of this formula, charge and spin): 104.05 kcal per mole
Spin multiplicity: 1
Gap between HOMO and LUMO (spin up / spin down): 2.8 / 2.8 eV
Highest occupied orbital energy (spin up / spin down): -6.00 / -6.00 eV
LUMO level (spin up / spin down): -3.16 / -3.16 eV

Positions of all 17 atoms, in Å:
C 0.479 -2.297 0.903
C 1.433 1.876 0.385
C -1.443 0.987 -0.767
C 0.946 -1.292 -0.172
Si 0.316 0.449 -0.020
Br -5.448 0.714 -1.138
H -0.593 -2.466 0.741
H 1.006 -3.179 0.714
H 0.751 -1.860 1.829
H 1.132 2.772 -0.291
H 1.225 2.172 1.481
H 2.507 1.730 0.259
H -2.098 1.040 0.145
H -1.165 1.978 -1.163
H -1.928 0.344 -1.597
H 0.821 -1.691 -1.134
H 2.058 -1.280 -0.176

Löwdin atomic charge list, values in e, 6 entries: number 1, C, carries -0.116; number 2, C, carries -0.196; number 3, C, carries -0.172; number 4, C, carries -0.337; number 5, Si, carries 1.021; number 6, Br, carries -0.877

The following is a quantum chemistry calculation of a 2-piece molecular cluster, C5H5O2S overall, from the Open Molecules 2025 dataset.

## Properties
Relative energy (zero: lowest compared OMol25 entry of this formula, charge and spin): 51.90 kcal per mole
Spin multiplicity: 3
Charge: -1
⟨S²⟩: 2.01
Gap between HOMO and LUMO (spin up / spin down): 5.5 / 6.5 eV
Highest occupied orbital energy (spin up / spin down): -2.66 / -4.40 eV
LUMO level (spin up / spin down): 2.85 / 2.11 eV

Positions of all 13 atoms, in Å:
C -0.760 1.089 -1.643
C -1.074 0.321 -0.679
C 1.348 0.016 0.546
C -2.492 -0.343 -0.451
C 1.854 -0.810 1.709
O -3.208 0.556 -0.036
O -2.549 -1.514 -0.708
S 2.184 0.851 -0.603
H -1.409 1.804 -2.301
H 0.229 1.188 -1.903
H 2.974 -0.953 1.892
H 1.446 -0.321 2.665
H 1.459 -1.884 1.512

Löwdin atomic charge list, values in e, 6 entries: number 1, C, carries -0.143; number 2, C, carries -0.046; number 3, C, carries -0.582; number 4, C, carries -0.823; number 5, C, carries -0.234; number 6, O, carries -0.015

The following is a quantum chemistry calculation of C7H14O3 as an isolated structure, from the Open Molecules 2025 dataset.

## Properties
Relative energy (zero: lowest compared OMol25 entry of this formula, charge and spin): 324.13 kcal per mole
Spin multiplicity: 1
Gap between HOMO and LUMO (spin up / spin down): 7.1 / 6.6 eV
Highest occupied orbital energy (spin up / spin down): -7.45 / -6.95 eV
LUMO level (spin up / spin down): -0.40 / -0.36 eV

Positions of all 24 atoms, in Å:
C 0.001 2.851 -0.916
C 0.684 1.969 0.120
O 0.747 2.600 1.392
C -0.049 0.655 0.309
C -0.135 -0.340 -0.857
C 0.900 -1.042 -0.274
C 0.664 -3.070 -0.713
O 1.637 -2.031 -0.794
C 0.640 -0.515 1.117
H 0.538 3.804 -1.026
H -0.020 2.349 -1.893
H -1.034 3.068 -0.614
H 1.712 1.746 -0.223
H 1.236 3.424 1.312
H -1.042 0.877 0.735
H -0.923 -0.421 -1.606
H 0.400 -3.043 -1.929
H -0.383 -3.368 -0.566
H 1.047 -1.531 1.704
H 0.174 -0.342 2.102
H 0.833 -3.279 0.498
H -1.920 -1.493 0.214
O -2.815 -1.669 0.537
H -2.893 -1.200 1.373

Löwdin atomic charge list, values in e, 6 entries: number 1, C, carries -0.045; number 2, C, carries -0.429; number 3, O, carries -0.030; number 4, C, carries -0.253; number 5, C, carries 0.025; number 6, C, carries -0.370

The following is a quantum chemistry calculation of C4H5Cl3 as an isolated structure, from the Open Molecules 2025 dataset.

## Properties
Relative energy (zero: lowest compared OMol25 entry of this formula, charge and spin): 47.97 kcal per mole
Spin multiplicity: 1
Gap between HOMO and LUMO: 9.0 eV
Highest occupied orbital energy: -8.24 eV
LUMO level: 0.73 eV

Positions of all 12 atoms, in Å:
C 0.587 -0.640 0.346
C 1.625 -0.525 -0.627
C 2.345 0.277 0.440
C -0.557 0.280 0.441
Cl 2.541 -1.985 -1.131
Cl 2.224 1.953 0.401
Cl 3.466 -0.432 1.545
H 0.460 -1.629 0.816
H 1.310 0.099 -1.468
H -0.754 0.563 1.544
H -1.517 -0.226 0.017
H -0.403 1.192 -0.264

Löwdin atomic charge list, values in e, 6 entries: number 1, C, carries -0.269; number 2, C, carries -0.818; number 3, C, carries -1.204; number 4, C, carries -0.135; number 5, Cl, carries 0.595; number 6, Cl, carries 0.688

The following is a quantum chemistry calculation of C4H10N2O2 as an isolated structure, from the Open Molecules 2025 dataset.

## Properties
Relative energy (zero: lowest compared OMol25 entry of this formula, charge and spin): 89.95 kcal per mole
Spin multiplicity: 1
Gap between HOMO and LUMO: 8.8 eV
Highest occupied orbital energy: -8.53 eV
LUMO level: 0.29 eV

Positions of all 18 atoms, in Å:
C -0.687 0.504 -1.236
C -1.801 -0.348 1.517
C 0.580 0.003 -0.833
N 1.017 -1.307 -1.207
N 2.566 0.340 0.456
C 1.389 0.765 -0.037
O -2.244 -0.022 0.233
O -1.131 1.684 -0.916
H -1.965 1.158 -0.154
H -1.248 -0.101 -1.955
H 0.869 -1.501 -2.190
H 0.543 -2.023 -0.668
H 3.177 0.965 0.950
H 2.910 -0.556 0.144
H 1.058 1.758 0.239
H -2.425 0.131 2.283
H -1.846 -1.432 1.680
H -0.761 -0.018 1.692

Löwdin atomic charge list, values in e, 6 entries: number 1, C, carries -0.184; number 2, C, carries -0.218; number 3, C, carries -0.322; number 4, N, carries 0.066; number 5, N, carries 0.121; number 6, C, carries -0.095

The following is a quantum chemistry calculation of C4H7MgO3 as an isolated structure, from the Open Molecules 2025 dataset.

## Properties
Relative energy (zero: lowest compared OMol25 entry of this formula, charge and spin): 26.50 kcal per mole
Spin multiplicity: 2
Charge: +2
⟨S²⟩: 0.76
Gap between HOMO and LUMO (spin up / spin down): 6.1 / 7.8 eV
Highest occupied orbital energy (spin up / spin down): -17.03 / -19.33 eV
LUMO level (spin up / spin down): -10.88 / -11.51 eV

Positions of all 15 atoms, in Å:
C 1.143 -1.903 -1.053
C 1.621 -2.854 0.009
H 1.730 -1.960 -1.974
H 0.087 -2.041 -1.305
H 2.711 -2.799 0.124
H 1.352 -3.870 -0.308
H 1.148 -2.650 0.977
O 0.901 1.594 -0.605
Mg 2.822 1.028 -0.200
O 1.318 -0.517 -0.569
C 0.433 0.464 -0.670
O -1.359 0.093 -0.263
C -2.001 -0.968 0.077
H -2.979 -1.129 -0.389
H -1.574 -1.636 0.839

Löwdin atomic charge list, values in e, 6 entries: number 1, C, carries -0.145; number 2, C, carries -0.037; number 3, H, carries 0.147; number 4, H, carries 0.131; number 5, H, carries 0.094; number 6, H, carries 0.117

The following is a quantum chemistry calculation of a 2-piece molecular cluster, C4H10N4 overall, from the Open Molecules 2025 dataset.

## Properties
Relative energy (zero: lowest compared OMol25 entry of this formula, charge and spin): 84.72 kcal per mole
Spin multiplicity: 1
SMILES: [H]/N=C/C.CN(N)C#N
Gap between HOMO and LUMO: 9.9 eV
Highest occupied orbital energy: -9.06 eV
LUMO level: 0.85 eV

Positions of all 18 atoms, in Å:
C -1.172 -0.718 2.117
N -1.022 0.195 1.007
N -1.672 -0.221 -0.176
C -0.269 1.335 1.092
N -0.188 2.450 1.426
H -0.955 -0.357 -0.892
H -2.385 0.464 -0.416
H -0.870 -0.245 3.049
H -0.618 -1.643 1.937
H -2.219 -1.019 2.189
C 1.324 0.119 -2.375
C 1.547 0.025 -0.910
N 1.414 -1.012 -0.233
H 1.735 -0.953 0.731
H 1.569 1.144 -0.328
H 0.607 -0.641 -2.682
H 0.909 1.092 -2.630
H 2.267 -0.014 -2.905

Löwdin atomic charge list, values in e, 6 entries: number 1, C, carries -0.064; number 2, N, carries -0.280; number 3, N, carries 0.081; number 4, C, carries -0.310; number 5, N, carries 0.144; number 6, H, carries 0.054

The following is a quantum chemistry calculation of C20H28N2PdSi as an isolated structure, from the Open Molecules 2025 dataset.

## Properties
Relative energy (zero: lowest compared OMol25 entry of this formula, charge and spin): 0.00 kcal per mole
Spin multiplicity: 5
Charge: +2
⟨S²⟩: 6.02
Gap between HOMO and LUMO (spin up / spin down): 5.4 / 5.4 eV
Highest occupied orbital energy (spin up / spin down): -10.91 / -14.60 eV
LUMO level (spin up / spin down): -5.52 / -9.24 eV

Positions of all 52 atoms, in Å:
C 0.810 2.085 3.844
C 1.205 2.256 2.484
C 0.007 2.403 1.703
H 2.220 2.289 2.077
C -1.118 2.299 2.595
C -0.611 2.099 3.910
H -1.225 2.008 4.807
H 1.499 1.984 4.686
H -0.036 2.598 0.636
H -2.157 2.360 2.264
Pd 0.020 0.505 2.425
C -1.116 -1.992 -0.613
H -2.136 -1.634 -0.829
H -1.100 -3.020 -0.205
H -0.670 -1.484 0.299
Si 0.170 -0.299 -1.339
C 1.473 -0.872 -2.496
C 2.347 0.207 -2.748
H 2.209 1.156 -2.212
C 3.370 0.110 -3.699
H 3.997 0.981 -3.904
C 3.553 -1.098 -4.395
H 4.384 -1.193 -5.103
C 2.710 -2.193 -4.141
H 2.872 -3.136 -4.688
C 1.678 -2.080 -3.196
H 1.027 -2.942 -3.045
C -1.129 0.550 -2.413
C -0.932 0.751 -3.799
H -0.056 0.317 -4.299
C -1.854 1.494 -4.534
H -1.614 1.748 -5.565
C -3.016 1.954 -3.911
H -3.694 2.579 -4.467
C -3.271 1.677 -2.566
H -4.168 2.046 -2.070
C -2.319 0.976 -1.805
H -2.468 0.733 -0.742
H 0.749 0.409 -0.190
H -0.504 -2.133 -1.467
N 1.299 -1.032 3.383
C 0.560 -1.935 4.324
C -0.768 -1.351 4.717
N -1.462 -0.787 3.495
H 1.783 -1.593 2.676
H 2.019 -0.477 3.849
H 0.406 -2.907 3.837
H 1.174 -2.055 5.220
H -1.413 -2.119 5.160
H -0.636 -0.527 5.430
H -2.257 -0.199 3.769
H -1.810 -1.515 2.851

Löwdin atomic charge list, values in e, 6 entries: number 1, C, carries -0.125; number 2, C, carries -0.176; number 3, C, carries -0.237; number 4, H, carries 0.124; number 5, C, carries -0.174; number 6, C, carries -0.135

Number 1: E_tot -561.98606 Eh, F_max 4.39 eV/A. Number 2: E_tot -300.26316 Eh, F_max 6.85 eV/A. Number 3: E_tot -11087.18435 Eh, F_max 1.99 eV/A. Number 4: E_tot -306.16437 Eh, F_max 1.43 eV/A. Number 5: E_tot -3022.38752 Eh, F_max 2.89 eV/A. Number 6: E_tot -742.01394 Eh, F_max 4.28 eV/A. Number 7: E_tot -500.34670 Eh, F_max 4.05 eV/A. Number 8: E_tot -1535.89628 Eh, F_max 3.91 eV/A. Number 9: E_tot -418.31762 Eh, F_max 2.27 eV/A. Number 10: E_tot -581.63856 Eh, F_max 3.57 eV/A. Number 11: E_tot -377.31181 Eh, F_max 4.55 eV/A. Number 12: E_tot -1304.95974 Eh, F_max 4.33 eV/A.